Run P
{
  "formula": "C14H16",
  "method": "the ωB97M-V functional and the def2-TZVPD basis",
  "species": ["C", "C", "C", "C", "C", "C", "C", "H", "H", "H", "H", "H", "H", "H", "H", "C", "C", "C", "C", "C", "C", "C", "H", "H", "H", "H", "H", "H", "H", "H"],
  "coordinates": [[-3.611, 1.956, -0.320], [-3.090, 0.839, 0.553], [-2.209, -0.056, -0.038], [-1.475, -0.978, 0.693], [-1.466, -0.879, 2.082], [-2.360, -0.031, 2.692], [-3.196, 0.790, 1.935], [-4.707, 1.927, -0.340], [-3.183, 1.884, -1.284], [-3.455, 2.916, 0.178], [-2.074, -0.117, -1.112], [-0.916, -1.762, 0.200], [-0.812, -1.470, 2.711], [-2.423, 0.110, 3.763], [-3.814, 1.536, 2.424], [3.775, -1.348, 0.713], [3.110, -0.756, -0.498], [3.177, 0.598, -0.802], [2.465, 1.134, -1.868], [1.633, 0.327, -2.647], [1.464, -0.991, -2.262], [2.152, -1.511, -1.166], [4.757, -0.922, 0.907], [3.723, -2.432, 0.765], [3.185, -1.052, 1.595], [3.668, 1.311, -0.154], [2.216, 2.191, -1.823], [1.066, 0.818, -3.427], [0.613, -1.555, -2.631], [1.789, -2.479, -0.840]],
  "nbo_charge": [-0.6285, -0.0029, -0.2221, -0.1963, -0.2310, -0.1950, -0.2207, 0.2170, 0.2177, 0.2191, 0.2047, 0.2114, 0.2117, 0.2101, 0.2044, -0.6366, -0.0025, -0.2197, -0.2069, -0.2172, -0.2087, -0.2202, 0.2218, 0.2209, 0.2192, 0.2098, 0.2111, 0.2121, 0.2084, 0.2086],
  "molar_mass_g_mol": 184.28,
  "homo_lumo_gap_ha": 0.36202,
  "smiles": "Cc1ccccc1.Cc1ccccc1",
  "e_lumo_ha": 0.032,
  "spin_multiplicity": 1
}

Run Q
{
  "formula": "C14H16",
  "method": "the ωB97M-V functional and the def2-TZVPD basis",
  "species": ["C", "C", "C", "C", "C", "C", "C", "H", "H", "H", "H", "H", "H", "H", "H", "C", "C", "C", "C", "C", "C", "C", "H", "H", "H", "H", "H", "H", "H", "H"],
  "coordinates": [[-1.096, 2.298, -1.556], [-1.163, 2.534, -0.069], [-2.124, 1.896, 0.679], [-2.103, 1.929, 2.090], [-1.174, 2.747, 2.701], [-0.132, 3.286, 1.926], [-0.074, 3.205, 0.538], [-0.310, 2.865, -2.040], [-2.021, 2.599, -2.066], [-1.009, 1.218, -1.666], [-2.906, 1.438, 0.086], [-2.949, 1.417, 2.523], [-0.978, 2.799, 3.763], [0.712, 3.735, 2.437], [0.891, 3.497, 0.152], [-0.445, -2.154, -2.156], [0.592, -2.661, -1.155], [1.934, -2.409, -1.463], [2.927, -2.467, -0.494], [2.550, -2.672, 0.822], [1.216, -2.889, 1.144], [0.221, -2.840, 0.157], [-1.405, -2.640, -1.983], [-0.297, -2.399, -3.219], [-0.331, -1.071, -2.167], [2.194, -2.237, -2.500], [3.957, -2.330, -0.796], [3.210, -2.882, 1.653], [0.926, -2.942, 2.185], [-0.814, -2.873, 0.473]],
  "nbo_charge": [-0.6344, 0.0083, -0.2321, -0.1943, -0.2393, -0.1837, -0.2354, 0.2172, 0.2150, 0.2177, 0.2082, 0.2159, 0.2148, 0.2024, 0.2196, -0.6418, -0.0102, -0.2128, -0.2057, -0.2279, -0.1949, -0.2189, 0.2200, 0.2147, 0.2233, 0.2066, 0.2143, 0.2139, 0.2087, 0.2108],
  "molar_mass_g_mol": 184.28,
  "homo_lumo_gap_ha": 0.36056,
  "smiles": "Cc1ccccc1.Cc1ccccc1",
  "e_lumo_ha": 0.031,
  "spin_multiplicity": 1
}

Run R
{
  "formula": "C14H16",
  "method": "the ωB97M-V functional and the def2-TZVPD basis",
  "species": ["C", "C", "C", "C", "C", "C", "C", "H", "H", "H", "H", "H", "H", "H", "H", "C", "C", "C", "C", "C", "C", "C", "H", "H", "H", "H", "H", "H", "H", "H"],
  "coordinates": [[-1.423, 3.961, 0.949], [-1.299, 2.603, 1.582], [-2.204, 1.978, 2.406], [-1.772, 0.911, 3.193], [-0.573, 0.280, 2.956], [0.314, 0.822, 2.014], [-0.069, 1.945, 1.324], [-0.937, 4.746, 1.524], [-2.459, 4.247, 0.727], [-0.966, 3.977, -0.034], [-3.222, 2.332, 2.495], [-2.356, 0.580, 4.042], [-0.339, -0.682, 3.391], [1.198, 0.250, 1.765], [0.580, 2.388, 0.577], [-0.812, -2.669, -3.302], [0.402, -2.148, -2.558], [1.536, -2.937, -2.389], [2.594, -2.433, -1.642], [2.451, -1.243, -0.946], [1.334, -0.443, -1.114], [0.300, -0.921, -1.923], [-1.729, -2.566, -2.721], [-0.721, -3.750, -3.417], [-0.928, -2.164, -4.245], [1.498, -3.952, -2.768], [3.447, -3.059, -1.459], [3.268, -0.916, -0.306], [1.179, 0.488, -0.591], [-0.610, -0.344, -1.958]],
  "nbo_charge": [-0.6299, -0.0140, -0.2157, -0.2002, -0.2237, -0.2088, -0.2149, 0.2243, 0.2147, 0.2146, 0.2118, 0.2115, 0.2140, 0.2150, 0.2023, -0.6265, -0.0213, -0.2071, -0.2068, -0.2283, -0.2034, -0.2040, 0.2164, 0.2100, 0.2199, 0.2091, 0.2102, 0.2095, 0.2135, 0.2077],
  "molar_mass_g_mol": 184.28,
  "homo_lumo_gap_ha": 0.36313,
  "smiles": "Cc1ccccc1.Cc1ccccc1",
  "e_lumo_ha": 0.035,
  "spin_multiplicity": 1
}

Of them, the most stable is run R and the least stable is run Q.

Run P
{
  "formula": "C5H16N2S",
  "method": "the ωB97M-V functional and the def2-TZVPD basis",
  "species": ["N", "C", "C", "N", "H", "H", "H", "H", "H", "H", "H", "H", "H", "C", "C", "C", "S", "H", "H", "H", "H", "H", "H", "H"],
  "coordinates": [[-2.299, 0.447, 1.507], [-2.850, -0.490, 0.495], [-1.779, -1.489, 0.000], [-1.322, -1.087, -1.335], [-2.967, 1.078, 1.932], [-1.463, 1.154, -0.956], [-1.606, 1.015, 0.996], [-3.738, -0.989, 0.962], [-3.292, -0.014, -0.412], [-0.965, -1.467, 0.733], [-2.214, -2.487, -0.083], [-0.570, -0.390, -1.265], [-0.849, -1.875, -1.785], [2.768, -1.158, -0.591], [2.972, 0.192, 0.081], [1.746, 0.756, 0.799], [0.463, 1.466, -0.413], [2.472, -1.850, 0.251], [3.682, -1.562, -1.146], [2.041, -1.047, -1.425], [3.777, 0.187, 0.815], [3.304, 0.864, -0.669], [1.962, 1.605, 1.416], [1.225, -0.070, 1.335]],
  "nbo_charge": [-0.8628, -0.2382, -0.2472, -0.8524, 0.3624, 0.1796, 0.3631, 0.1951, 0.1770, 0.1848, 0.2004, 0.3791, 0.3596, -0.6174, -0.4257, -0.4570, -0.2201, 0.2054, 0.2202, 0.2191, 0.2148, 0.2085, 0.2277, 0.2238],
  "molar_mass_g_mol": 136.26,
  "homo_lumo_gap_ha": 0.27078,
  "e_lumo_ha": -0.055,
  "spin_multiplicity": 1
}

Run Q
{
  "formula": "C5H16N2S",
  "method": "the ωB97M-V functional and the def2-TZVPD basis",
  "species": ["C", "C", "C", "S", "H", "H", "H", "H", "H", "H", "H", "H", "C", "N", "C", "N", "H", "H", "H", "H", "H", "H", "H", "H"],
  "coordinates": [[0.442, 2.454, -3.126], [-0.640, 1.528, -2.594], [-0.329, 1.025, -1.192], [-1.698, 0.018, -0.513], [0.197, 2.796, -4.132], [1.417, 1.976, -3.176], [0.546, 3.352, -2.510], [-1.589, 2.063, -2.589], [-0.747, 0.674, -3.269], [-0.149, 1.866, -0.524], [0.576, 0.417, -1.195], [-0.913, -0.516, 0.439], [0.392, -2.695, 2.221], [0.819, -1.700, 1.253], [1.716, -0.704, 1.841], [1.050, 0.336, 2.597], [-0.220, -3.449, 1.730], [1.233, -3.207, 2.703], [-0.208, -2.223, 3.002], [1.317, -2.170, 0.506], [2.272, -0.233, 1.035], [2.464, -1.178, 2.488], [0.358, 0.789, 2.009], [0.532, -0.056, 3.374]],
  "nbo_charge": [-0.6018, -0.4084, -0.4992, -0.0939, 0.2122, 0.2015, 0.2023, 0.2026, 0.2041, 0.1997, 0.2033, 0.1545, -0.4210, -0.6418, -0.0584, -0.8258, 0.2078, 0.1681, 0.1889, 0.3593, 0.1831, 0.1554, 0.3567, 0.3510],
  "molar_mass_g_mol": 136.26,
  "homo_lumo_gap_ha": 0.35263,
  "smiles": "CCCS.CNCN",
  "e_lumo_ha": 0.034,
  "spin_multiplicity": 1
}

Of them, the most stable is run Q and the least stable is run P.

Run P
{
  "formula": "C2H3FO2S",
  "method": "the ωB97M-V functional and the def2-TZVPD basis",
  "species": ["C", "S", "O", "C", "O", "F", "H", "H", "H"],
  "coordinates": [[1.748, -0.175, -0.067], [0.255, -1.032, -0.425], [-0.939, 0.264, 0.557], [-2.101, 0.362, 0.084], [-2.818, 1.215, 0.522], [-2.455, -0.447, -0.898], [1.621, 0.528, 0.709], [2.310, 0.291, -0.906], [2.379, -1.005, 0.424]],
  "nbo_charge": [-0.8238, 0.5058, -0.5634, 1.0303, -0.5835, -0.3186, 0.2714, 0.2388, 0.2431],
  "molar_mass_g_mol": 110.11,
  "homo_lumo_gap_ha": 0.31339,
  "smiles": "CSOC(=O)F",
  "e_lumo_ha": -0.057,
  "spin_multiplicity": 1
}

Run Q
{
  "formula": "C2H3FO2S",
  "method": "the ωB97M-V functional and the def2-TZVPD basis",
  "species": ["C", "C", "S", "O", "O", "F", "H", "H", "H"],
  "coordinates": [[-1.475, -0.315, -0.186], [-0.430, -0.182, 0.599], [1.181, 0.351, 0.021], [0.979, 1.172, -1.603], [1.862, 1.151, 1.014], [2.042, -0.976, -0.198], [-2.403, -0.633, 0.120], [-1.404, -0.240, -1.351], [-0.351, -0.328, 1.584]],
  "nbo_charge": [-0.2431, -0.4680, 2.1224, -0.8133, -0.8422, -0.4531, 0.2138, 0.2542, 0.2293],
  "molar_mass_g_mol": 110.11,
  "homo_lumo_gap_ha": [0.36967, 0.36965],
  "smiles": "C=CS(=O)(=O)F",
  "e_lumo_ha": [-0.017, -0.017],
  "spin_multiplicity": 1
}

Of them, the most stable is run P and the least stable is run Q.